Density functional theory data (wB97M-V/def2-TZVPD) for 2 unconnected molecules or ions with the total composition C5H8O2.

XYZ file:
```
15
Properties=species:S:1:pos:R:3:mulliken_charge:R:1
C -2.26724 0.17871 1.05679 -0.808
C -1.65970 -0.53881 0.11613 0.059
C -1.17178 0.07029 -1.12141 0.001
C -0.49521 -0.60454 -2.04691 -0.818
H -2.48117 1.22924 0.89966 0.226
H -2.57591 -0.24352 2.00344 0.277
H -1.43880 -1.59031 0.26634 0.266
H -1.36806 1.12799 -1.26298 0.283
H -0.04499 -0.15870 -2.92310 0.292
H -0.31361 -1.66679 -1.91971 0.225
O 4.02120 -0.13732 1.70571 -0.429
C 2.98396 0.30882 1.32524 0.262
O 2.83748 0.93840 0.13941 -0.422
H 2.05279 0.24400 1.91471 0.239
H 1.92104 0.84253 -0.15330 0.347
```

Summary:
Molecular weight, g/mol: 100.12
SMILES string: C=CC=C.O=CO
Max |F|, hartree/bohr: 0.0078
Multiplicity: 1
E, eV: -9408.2461